No. 1
This record from the Open Molecules 2025 dataset describes a structure of composition C12H24ClIN4O2PRe in a non-equilibrium geometry. The level of theory is ωB97M-V/def2-TZVPD.

Geometry as ORCA input:
```
! RIJCOSX wB97M-V def2-TZVPD def2/J DEFGRID3
* xyz 3 4
C 6.2725 0.6900 2.2601
C 4.9077 0.6436 2.7866
H 6.8912 0.8002 3.1572
H 6.4446 1.5283 1.5789
H 6.5406 -0.2232 1.7226
O 4.4424 0.7143 3.8755
I 2.7864 0.2983 1.1764
Re 0.7576 -0.0490 -0.1402
P 0.3139 2.1348 -0.2425
C -1.1400 2.9557 0.5804
C 1.6275 3.2424 0.4518
H 0.6566 2.3195 -2.6517
H 0.0036 3.8500 -1.9392
H -1.0804 2.4429 -2.1983
C -0.0542 2.7548 -1.9366
H 2.6103 2.9551 0.0492
H 1.4075 4.2855 0.1895
H -1.0970 4.0362 0.3646
H -1.1186 2.7933 1.6664
H 1.6457 3.1332 1.5523
H -2.0707 2.5425 0.1669
C -0.5963 -0.0527 1.2252
O -1.4963 -0.0447 1.9958
Cl 2.3256 -0.1950 -1.9530
C 0.1646 -2.0732 -2.1932
N -0.5436 -1.5659 -1.0077
C -0.8293 -2.6753 -0.0245
N -1.4871 -3.8351 -0.6699
C -0.6799 -4.2914 -1.8264
N -0.4958 -3.2311 -2.8286
C -1.8279 -2.7996 -3.2712
N -2.6116 -2.2330 -2.1519
C -1.8816 -1.1180 -1.4884
C -2.7797 -3.3710 -1.2301
H 1.1790 -2.3964 -1.9663
H 0.1754 -1.2838 -2.9514
H -1.5223 -2.3298 0.7441
H 0.0809 -3.0215 0.4773
H -1.2250 -5.1128 -2.3036
H 0.2953 -4.6501 -1.4745
H -1.7344 -2.0710 -4.0811
H -2.3708 -3.6840 -3.6271
H -2.4819 -0.7513 -0.6572
H -1.7603 -0.3000 -2.2122
H -3.2122 -4.1943 -1.8077
H -3.4697 -3.1084 -0.4154
*
```

For the HOMO-LUMO gap (alpha / beta), the calculation gives 0.245 / 0.180 Ha. As for the LUMO energy (alpha / beta): -11.63 / -13.45 eV. The calculated total energy comes out at -54899.546 eV. Its expectation value of S² is 3.775.

No. 2
This record from the Open Molecules 2025 dataset describes a cluster of 2 separate species, C4H12 in total in a non-equilibrium geometry. The level of theory is ωB97M-V/def2-TZVPD.

Geometry as ORCA input:
```
! RIJCOSX wB97M-V def2-TZVPD def2/J DEFGRID3
* xyz 0 1
C -1.6570 0.1651 0.7859
C -1.4345 1.1717 2.1658
H -2.3185 -0.6127 0.9296
H -1.8812 0.9584 0.2276
H -0.7779 -0.1984 0.3444
H -0.4223 0.7802 2.2718
H -2.2286 0.9908 2.7676
H -1.5485 2.1467 1.6883
C 1.2597 -1.1739 -1.9667
C 1.7706 -0.1368 -0.8857
H 1.8499 -2.1156 -1.9303
H 0.1924 -1.4347 -1.8765
H 1.6035 -0.8962 -2.9669
H 1.6872 -0.4015 0.1936
H 2.8453 0.1082 -0.8610
H 1.0597 0.6487 -0.8876
*
```

For the HOMO-LUMO gap, the calculation gives 0.422 Ha. As for the LUMO energy: 1.11 eV. The calculated total energy comes out at -4340.307 eV. As for the SMILES: CC.CC. For the energy above the lowest of the compared OMol25 structures with the same formula, charge and spin, the calculation gives 51.2 kcal per mole.

No. 3
This record from the Open Molecules 2025 dataset describes a structure of composition C28H32N8Sn in a non-equilibrium geometry. The level of theory is ωB97M-V/def2-TZVPD.

Geometry as ORCA input:
```
! RIJCOSX wB97M-V def2-TZVPD def2/J DEFGRID3
* xyz 4 1
Sn -0.2238 -0.3061 0.4873
C -1.4438 3.2598 -0.0066
C -0.2308 3.8859 0.6128
C -0.3028 5.0217 1.3903
C 0.8534 5.5994 1.9416
C 2.1023 5.0425 1.7089
C 2.2342 3.8926 0.9465
C 3.5464 3.2310 0.7420
C 1.0527 3.3517 0.3366
N 1.1884 2.2966 -0.5289
C 1.4221 2.3237 -1.7796
C 1.3836 3.5432 -2.6255
C 1.7437 1.0400 -2.4648
C 2.9871 1.0086 -3.2724
N 0.9539 0.0518 -2.2961
C 1.0298 -1.1470 -2.9899
C 0.3825 -1.2363 -4.2647
C -0.4618 -0.1272 -4.7707
C 0.5825 -2.3829 -5.0227
C 1.3283 -3.4345 -4.5251
C 1.9183 -3.3526 -3.2540
C 1.7584 -2.2326 -2.4598
C 2.3808 -2.1463 -1.0944
H -2.3205 3.8791 0.1641
H -1.6289 2.2647 0.4458
H -1.3217 3.1366 -1.0859
H -1.2599 5.4888 1.5657
H 0.7600 6.4641 2.5838
H 2.9773 5.4814 2.1628
H 4.2797 3.5754 1.4663
H 3.9450 3.4853 -0.2433
H 3.4684 2.1454 0.8047
H 0.8673 4.3545 -2.1130
H 0.8900 3.3257 -3.5744
H 2.3876 3.8987 -2.8720
H 3.7897 1.5321 -2.7508
H 2.8640 1.5089 -4.2356
H 3.2885 -0.0180 -3.4748
H -0.8706 0.4911 -3.9739
H -1.2781 -0.5043 -5.3841
H 0.1236 0.5059 -5.4424
H 0.1214 -2.4582 -5.9945
H 1.4358 -4.3407 -5.1018
H 2.5290 -4.1715 -2.9041
H 3.2322 -2.8198 -1.0149
H 1.6412 -2.4597 -0.3351
H 2.7287 -1.1320 -0.8630
N -3.7648 0.0864 -0.5191
C -3.7164 -0.6064 0.6193
N -4.8412 -0.8232 1.2527
C -4.8634 -1.5104 2.3993
N -5.9719 -1.6956 3.0542
N -3.6893 -2.0176 2.8521
C -2.5828 -1.7537 2.2320
N -2.4900 -1.0041 1.1034
C -1.3469 -2.2949 2.8240
C -1.4284 -3.1960 3.8768
C -0.2615 -3.6684 4.4594
C 0.9540 -3.2078 3.9730
C 0.9555 -2.3144 2.9130
N -0.1674 -1.8671 2.3387
H -4.6848 0.3252 -0.8686
H -3.0078 0.0437 -1.1844
H -6.8451 -1.3165 2.7066
H -5.9872 -2.2098 3.9259
H -2.3991 -3.5095 4.2239
H -0.3003 -4.3742 5.2765
H 1.8851 -3.5336 4.4089
H 1.8915 -1.9360 2.5034
*
```

For the HOMO-LUMO gap (alpha / beta), the calculation gives 0.200 / 0.212 Ha. As for the LUMO energy (alpha / beta): -14.25 / -13.92 eV. The calculated total energy comes out at -47268.270 eV. For the energy above the lowest of the compared OMol25 structures with the same formula, charge and spin, the calculation gives 0.0 kcal per mole.

No. 4
This record from the Open Molecules 2025 dataset describes the molecule C3H8Cl2SSi in a non-equilibrium geometry. The level of theory is ωB97M-V/def2-TZVPD.

Geometry as ORCA input:
```
! RIJCOSX wB97M-V def2-TZVPD def2/J DEFGRID3
* xyz 0 1
C 0.6898 -1.5400 -2.6427
S 0.0057 -0.1112 -1.6123
C -0.1175 -0.7884 0.1149
Si -0.1994 0.4750 1.6725
C -0.7026 2.2437 1.3038
Cl 1.6384 0.3290 2.4932
Cl -1.6131 -0.3995 2.8753
H 1.3694 -1.2046 -3.3982
H -0.0785 -2.1614 -3.0631
H 1.2511 -2.0003 -1.8337
H 0.9278 -1.3078 0.3598
H -0.8359 -1.4467 0.3178
H -1.6876 2.6518 1.5806
H 0.0648 2.8804 1.6001
H -0.7125 2.3800 0.2320
*
```

For the HOMO-LUMO gap, the calculation gives 0.349 Ha. As for the LUMO energy: 0.71 eV. The calculated total energy comes out at -47001.003 eV. As for the SMILES: CSC[Si](C)(Cl)Cl. For the energy above the lowest of the compared OMol25 structures with the same formula, charge and spin, the calculation gives 5.2 kcal per mole.

No. 5
This record from the Open Molecules 2025 dataset describes the molecule C6H11NO2 in a non-equilibrium geometry. The level of theory is ωB97M-V/def2-TZVPD.

Geometry as ORCA input:
```
! RIJCOSX wB97M-V def2-TZVPD def2/J DEFGRID3
* xyz 0 1
H -2.5164 1.5848 -0.1030
N -2.8541 0.6433 -0.3271
C -1.9282 -0.2408 -0.2588
C -0.3116 0.1152 -0.0567
C 0.1857 0.7450 -1.3607
C -0.1506 1.0502 1.1334
C 0.2180 -1.2721 0.1780
C 1.7727 -1.2673 0.7875
O 2.0700 -1.6399 1.9086
O 2.7594 -0.8738 -0.0588
H -2.2239 -1.2701 -0.5228
H -0.5827 1.3549 -1.8461
H 1.0432 1.3996 -1.1730
H 0.5066 -0.0137 -2.0813
H 0.7632 1.6517 1.0961
H -0.1069 0.5582 2.1112
H -0.9625 1.7705 1.2737
H 0.2379 -1.8923 -0.7217
H -0.3511 -1.7955 0.9541
H 2.4313 -0.6079 -0.9325
*
```

For the HOMO-LUMO gap, the calculation gives 0.377 Ha. As for the LUMO energy: 0.48 eV. The calculated total energy comes out at -11984.677 eV. As for the SMILES: [H]/N=C\C(C)(C)CC(=O)O. For the energy above the lowest of the compared OMol25 structures with the same formula, charge and spin, the calculation gives 36.7 kcal per mole.

No. 6
This record from the Open Molecules 2025 dataset describes a cluster of 2 separate species, ClF2HSi in total in a non-equilibrium geometry. The level of theory is ωB97M-V/def2-TZVPD.

Geometry as ORCA input:
```
! RIJCOSX wB97M-V def2-TZVPD def2/J DEFGRID3
* xyz 0 1
F -2.1731 -2.5077 -0.0758
F -0.8784 0.8983 -1.8834
Si -1.1012 0.3729 -0.3915
Cl -2.6976 0.8731 0.5623
H 0.0935 0.7407 0.4414
*
```

For the HOMO-LUMO gap (alpha / beta), the calculation gives 0.264 / 0.262 Ha. As for the LUMO energy (alpha / beta): -2.86 / -2.86 eV. The calculated total energy comes out at -25850.171 eV. For the energy above the lowest of the compared OMol25 structures with the same formula, charge and spin, the calculation gives 131.6 kcal per mole.